The following is a DFT calculation (ωB97M-V/def2-TZVPD) of a cluster of 21 separate species, C56H154O21S14 in total at a distorted geometry.

Output
HOMO level = -8.02 eV
Molar mass = 1612.77 u

The geometry in ORCA input format:
```
! wB97M-V def2-TZVPD RIJCOSX def2/J DEFGRID3
* xyz 0 1
H 21.948 18.918 13.457
H 14.966 18.859 14.951
O 16.203 21.983 12.572
H 16.989 16.448 18.611
O 12.273 17.557 17.988
H 22.187 22.332 18.502
C 17.503 23.989 20.698
H 15.977 10.403 15.981
H 20.415 16.571 17.283
S 11.432 18.076 16.869
H 18.055 15.916 15.554
S 23.409 15.234 10.722
C 15.782 19.389 15.404
S 15.230 23.065 12.710
H 21.443 10.796 24.633
O 17.428 19.224 18.981
H 12.033 14.160 20.180
H 18.145 11.459 21.575
S 18.445 15.105 11.819
C 13.016 11.934 19.100
H 18.913 20.628 20.203
C 19.389 24.985 17.294
H 16.286 11.574 11.108
H 17.186 18.334 14.248
H 16.178 17.767 10.474
C 24.013 18.743 15.406
H 18.948 24.300 15.299
H 18.028 11.842 17.796
C 12.529 14.482 19.307
H 23.559 13.956 15.082
H 18.418 21.055 11.120
C 15.281 18.917 20.732
H 20.161 14.243 10.437
H 9.283 17.131 17.529
C 17.817 11.196 16.888
H 18.077 25.715 15.804
C 13.908 21.462 17.991
C 15.525 18.593 10.766
C 24.391 14.308 11.909
H 24.112 14.553 18.043
H 11.986 21.320 19.022
H 26.091 17.976 21.469
H 19.314 9.808 25.329
H 19.293 10.020 23.664
H 16.541 24.461 20.484
C 21.874 12.201 22.735
S 17.261 10.870 13.203
H 13.674 16.345 12.848
H 23.402 18.407 16.231
C 18.991 20.527 11.874
H 21.720 9.790 15.171
H 15.102 18.143 21.498
H 21.785 17.305 12.838
H 20.895 8.578 16.137
H 22.527 13.399 20.865
H 19.643 21.988 19.885
H 15.174 16.031 12.099
H 21.453 17.769 14.558
H 14.439 18.954 19.968
H 15.805 11.886 16.916
H 24.654 23.891 19.257
H 12.931 22.843 13.355
C 20.742 9.484 15.561
H 20.996 26.589 21.374
H 15.644 19.837 21.247
H 15.067 17.368 13.364
H 16.336 14.910 16.960
H 9.328 17.384 15.928
C 26.419 17.254 20.708
O 22.725 24.413 19.541
H 19.752 25.900 15.319
C 23.762 23.362 19.473
C 13.883 22.288 13.558
C 16.323 10.905 16.898
O 18.807 23.819 17.864
H 14.966 21.179 18.302
H 20.870 15.627 19.395
H 20.334 25.551 20.067
H 19.902 11.528 16.090
C 20.539 11.385 24.512
H 20.116 22.960 16.472
O 11.226 13.038 17.586
S 19.725 21.618 13.117
H 15.960 8.910 13.778
H 20.702 12.105 25.265
H 17.938 11.887 16.047
H 18.564 14.118 9.690
H 20.706 18.159 16.698
H 16.027 9.858 11.481
H 19.308 16.313 19.949
H 25.207 16.577 10.058
H 13.521 14.789 19.621
H 19.207 17.894 17.631
C 23.291 22.502 18.335
H 19.025 12.997 11.042
H 23.813 13.404 12.104
H 16.899 16.023 14.280
H 15.803 19.162 11.606
H 19.000 13.702 21.940
C 19.521 14.738 13.165
C 22.336 24.986 20.841
H 15.556 19.276 9.922
H 25.058 18.765 15.743
H 19.625 21.970 17.829
H 24.557 17.132 11.641
C 23.717 15.288 17.347
C 16.924 18.448 15.330
H 12.083 15.369 18.885
O 18.692 11.269 13.160
S 22.162 14.786 16.699
C 21.233 25.920 20.508
H 25.719 13.535 22.100
H 15.825 20.410 14.799
H 13.983 22.116 14.613
C 21.702 13.200 21.581
C 25.691 17.463 19.351
C 20.267 17.618 17.483
H 12.212 16.360 15.487
C 22.156 17.902 13.679
C 24.985 15.611 21.776
H 13.384 21.233 20.140
C 25.133 14.312 22.576
C 24.327 16.763 10.645
H 16.505 11.805 22.300
S 23.823 17.640 14.030
C 18.066 13.948 22.355
H 17.316 21.941 17.082
C 17.117 11.777 21.397
H 15.471 16.131 19.491
O 20.557 12.022 23.287
C 14.600 16.857 12.530
H 18.206 19.974 12.469
H 13.801 21.330 13.005
H 23.858 22.825 20.429
H 23.466 22.961 17.413
H 26.051 18.424 18.974
H 13.060 10.951 18.600
H 19.744 19.823 11.449
H 21.376 14.106 22.002
H 15.523 17.359 18.079
H 19.962 22.725 11.093
H 17.879 15.008 22.496
H 24.657 17.485 19.524
H 12.429 24.846 18.509
H 19.307 13.734 13.494
H 19.187 15.488 13.927
H 15.442 19.545 16.466
H 21.211 23.338 12.357
C 19.035 25.239 15.844
H 21.870 13.183 14.992
C 18.117 22.031 16.379
C 19.265 22.718 17.166
O 22.042 15.505 11.332
C 20.693 22.471 11.880
H 18.355 11.075 24.647
H 15.100 15.045 15.711
H 13.938 12.098 19.631
C 9.935 16.961 16.696
H 21.449 21.792 11.511
S 16.772 18.236 19.868
S 12.632 13.255 18.067
H 13.011 19.900 19.080
H 17.475 9.057 14.739
H 23.617 17.462 10.133
S 17.128 13.476 20.916
H 19.109 21.788 21.550
C 18.935 21.628 20.547
H 23.201 25.508 21.293
H 16.845 24.462 13.777
H 27.479 17.408 20.565
H 14.822 24.506 18.322
O 21.402 14.189 17.829
H 19.014 25.755 17.992
C 12.148 17.441 15.360
H 18.316 24.358 19.979
H 16.574 13.972 15.402
O 26.312 15.897 21.207
H 21.613 26.514 19.649
C 16.181 14.897 15.885
H 17.790 22.639 15.518
H 20.569 14.878 12.911
H 13.234 24.904 20.149
O 22.483 17.457 18.886
H 23.516 16.074 18.046
H 24.241 15.457 20.948
O 17.069 14.645 12.237
H 17.762 13.404 23.237
H 13.777 20.920 17.028
H 20.900 12.816 20.900
C 16.742 10.650 11.493
H 17.557 8.382 13.098
H 15.743 23.798 15.015
H 22.564 12.652 23.435
H 24.167 13.870 22.889
H 14.824 23.172 19.374
H 25.970 16.713 18.614
H 20.942 16.484 20.881
H 23.008 12.457 16.138
C 19.087 14.007 10.619
H 20.102 9.247 14.680
H 15.813 10.304 17.666
O 13.881 22.783 17.601
C 20.432 16.433 19.952
H 25.301 14.126 11.305
H 23.870 21.518 18.314
H 13.150 17.851 15.360
H 23.647 19.772 15.089
H 24.346 15.595 16.504
C 12.997 21.010 19.154
H 11.547 17.773 14.518
H 17.758 24.157 21.724
H 17.563 10.407 10.871
H 20.736 10.556 17.383
H 15.185 25.041 13.951
S 17.263 22.251 20.226
O 15.722 13.935 21.008
H 22.043 24.199 21.555
C 22.756 13.470 15.639
O 16.425 21.616 21.280
O 23.958 16.231 14.583
H 17.838 18.757 15.825
C 19.326 10.598 24.549
H 24.626 16.438 22.404
C 12.935 24.254 19.291
H 20.438 24.971 17.332
C 20.030 10.536 16.512
C 14.154 23.679 18.695
C 16.033 16.866 18.937
C 17.077 9.131 13.741
H 16.671 11.294 20.560
C 15.806 24.134 13.971
H 10.204 15.860 16.585
H 25.704 14.546 23.517
S 21.064 17.866 19.076
C 17.025 16.051 15.342
O 16.546 17.220 15.910
O 18.652 10.090 16.767
H 12.172 11.737 19.838
S 13.951 17.934 11.213
H 12.142 23.573 19.646
O 20.717 20.827 13.892
H 24.499 14.822 12.823
H 18.443 21.032 15.973
H 22.242 11.179 22.489
O 13.100 19.002 11.869
*
```